<i>
ORCA calculation (ωB97M-V/def2-TZVPD) on a single C4H11NOS molecule.

XYZ file:
```
18
Properties=species:S:1:pos:R:3:lowdin_charge:R:1
C -1.36 -0.30 1.02 -0.25
N -0.12 -1.02 1.06 -0.06
C 1.01 -0.32 1.63 -0.33
O 2.15 -1.12 1.51 -0.04
C -1.85 0.25 -0.33 -0.26
C -0.95 1.27 -0.99 -0.55
S 0.50 0.67 -1.92 0.70
H -1.32 0.54 1.72 0.12
H -2.17 -0.94 1.40 0.11
H 0.19 -1.53 0.24 0.09
H 1.18 0.65 1.13 0.11
H 0.83 -0.13 2.69 0.12
H 2.71 -0.77 0.82 0.08
H -2.08 -0.57 -1.01 0.11
H -2.79 0.76 -0.06 0.11
H -1.51 1.79 -1.77 0.06
H -0.60 1.99 -0.27 0.06
H 0.73 -0.53 -1.39 -0.18
```

Summary:
structure (SMILES): OCNCCCS
HOMO: -8.6 eV
total charge: 0
E_LUMO: 0.74 eV
gap between HOMO and LUMO: 0.344 hartree

<ii>
ORCA calculation (ωB97M-V/def2-TZVPD) on 2 unconnected molecules or ions with the total composition C4H11NOS.

XYZ file:
```
18
Properties=species:S:1:pos:R:3:lowdin_charge:R:1
C 1.42 -0.41 0.04 -0.23
C 0.72 0.53 -0.59 -0.27
C 1.56 -1.89 -0.31 -0.11
C 0.61 1.84 0.12 -0.10
N -1.92 -0.47 0.90 -0.33
O -2.75 1.01 -1.18 -0.49
S -2.04 -0.46 -0.79 0.81
H 1.76 -0.30 1.10 0.11
H 0.35 0.51 -1.61 0.08
H 1.09 -2.18 -1.23 0.06
H 2.66 -2.06 -0.19 0.08
H 1.19 -2.42 0.57 0.07
H 0.89 1.60 1.14 0.07
H 1.34 2.59 -0.25 0.09
H -0.35 2.14 -0.07 0.02
H -1.07 -0.84 1.34 0.04
H -2.76 -0.84 1.41 0.05
H -2.70 1.64 -0.41 0.05
```

Summary:
structure (SMILES): C/C=C/C.NSO
HOMO: -7.9 eV
total charge: 0
E_LUMO: 0.75 eV
gap between HOMO and LUMO: 0.317 hartree

The relative energies come out as <i> 0.0; <ii> 162.5, with values in kJ/mol.

<i>
ORCA calculation (ωB97M-V/def2-TZVPD) on 2 unconnected molecules or ions with the total composition C4H10NO2S.

XYZ file:
```
18
Properties=species:S:1:pos:R:3:lowdin_charge:R:1
C 1.09 0.94 0.64 -0.26
N 0.97 -0.52 0.70 0.02
C 1.61 -1.37 -0.15 -0.38
O 1.39 -2.56 -0.17 -0.02
C 0.10 1.61 -0.32 -0.32
C -1.35 1.18 -0.11 -0.75
S -1.86 1.62 1.61 0.11
H 0.98 1.37 1.63 0.07
H 2.12 1.01 0.26 0.10
H 0.28 -0.94 1.30 0.13
H 2.21 -0.72 -0.82 0.13
H 0.15 2.65 0.03 0.08
H 0.36 1.35 -1.37 0.10
H -1.94 1.63 -0.93 0.04
H -1.48 0.11 -0.21 -0.01
H -0.77 -2.60 -0.63 0.00
H -2.16 -1.95 -0.80 0.03
O -1.72 -2.81 -0.65 -0.08
```

Summary:
HOMO: -2.9 eV
total charge: -1
E_LUMO: 3.53 eV
gap between HOMO and LUMO: 0.236 hartree

<ii>
ORCA calculation (ωB97M-V/def2-TZVPD) on 2 unconnected molecules or ions with the total composition C4H10NO2S.

XYZ file:
```
18
Properties=species:S:1:pos:R:3:lowdin_charge:R:1
C -1.43 1.89 1.15 -0.14
N -1.14 1.25 -0.15 -0.08
C -0.48 -0.05 -0.06 -0.46
C -0.95 -1.11 0.94 -0.64
S 0.06 -1.05 2.55 0.09
C 0.97 0.24 0.00 -0.30
O 1.72 0.00 -0.93 0.00
H -1.95 1.22 1.82 0.05
H -1.80 2.88 0.86 0.06
H -0.57 2.26 1.73 0.07
H -2.06 1.01 -0.51 0.09
H -0.69 -0.59 -1.06 0.15
H -0.68 -2.15 0.70 0.02
H -2.04 -1.05 1.11 0.04
H 1.40 0.72 0.90 0.08
H 3.68 -2.29 -2.59 0.03
H 2.84 -1.13 -3.14 0.03
O 3.11 -2.04 -3.32 -0.08
```

Summary:
HOMO: -2.7 eV
total charge: -1
E_LUMO: 3.65 eV
gap between HOMO and LUMO: 0.234 hartree

The relative energies come out as <i> 0.0; <ii> 148.9, with values in kJ/mol.

<i>
ORCA calculation (ωB97M-V/def2-TZVPD) on 2 unconnected molecules or ions with the total composition C10H16O.

XYZ file:
```
27
Properties=species:S:1:pos:R:3:lowdin_charge:R:1
C -0.29 -1.27 -3.25 -0.31
C 0.91 -2.19 -3.45 -0.11
C 0.16 0.21 -3.32 -0.11
H -1.14 -1.39 -3.92 0.09
H -0.94 -1.43 -2.40 0.06
H 1.09 -2.24 -4.52 0.07
H 0.71 -3.20 -3.13 0.06
H 1.23 0.22 -3.23 0.04
H 0.12 0.62 -4.36 0.08
H 1.82 -1.73 -3.07 0.07
H -0.27 0.85 -2.54 0.07
C 2.05 1.88 2.75 -0.06
C 0.09 -0.82 0.87 0.01
C 1.08 -0.03 1.51 -0.05
C -1.19 -0.22 0.80 -0.32
C 0.86 1.16 2.17 -0.28
C -1.32 1.03 1.40 -0.06
C -0.42 1.76 2.09 -0.03
O -2.32 -0.93 0.39 0.02
H 0.24 -1.78 0.42 0.10
H 2.03 -0.49 1.73 0.10
H -2.13 -1.00 -0.56 0.08
H -2.37 1.36 1.40 0.12
H 2.55 2.51 2.05 0.07
H 2.82 1.20 3.15 0.08
H -0.59 2.65 2.67 0.11
H 1.77 2.48 3.61 0.08
```

Summary:
structure (SMILES): Cc1ccc(O)cc1.CCC
HOMO: -8.8 eV
total charge: 0
E_LUMO: 0.90 eV
gap between HOMO and LUMO: 0.355 hartree

<ii>
ORCA calculation (ωB97M-V/def2-TZVPD) on 2 unconnected molecules or ions with the total composition C10H16O.

XYZ file:
```
27
Properties=species:S:1:pos:R:3:lowdin_charge:R:1
C -0.28 -2.46 1.80 -0.32
C -1.58 -2.04 1.10 -0.16
C 0.42 -1.12 2.20 -0.12
H 0.36 -3.03 1.14 0.08
H -0.59 -3.26 2.61 0.13
H -1.35 -2.09 -0.02 0.08
H -2.40 -2.77 1.35 0.07
H 0.49 -0.29 1.34 0.09
H 1.40 -1.33 2.56 0.04
H -1.89 -0.94 1.42 0.09
H -0.04 -0.69 3.04 0.04
C 2.21 2.11 0.25 -0.05
C 1.37 1.19 -1.91 -0.02
C 1.07 1.55 -0.58 -0.32
C 0.33 0.74 -2.81 0.02
C -0.16 1.37 -0.05 -0.11
C -0.98 0.69 -2.25 -0.36
C -1.23 1.00 -0.91 -0.02
O -1.93 0.40 -3.14 0.05
H 2.30 1.29 -2.32 0.07
H 0.42 0.34 -3.88 0.14
H 1.87 3.12 0.64 0.10
H 3.07 2.34 -0.35 0.05
H -0.41 1.65 0.96 0.12
H -2.22 0.71 -0.46 0.12
H -2.76 0.06 -2.84 0.10
H 2.49 1.46 1.08 0.08
```

Summary:
structure (SMILES): Cc1ccc(O)cc1.CCC
HOMO: -8.4 eV
total charge: 0
E_LUMO: 0.82 eV
gap between HOMO and LUMO: 0.338 hartree

The relative energies come out as <i> 0.0; <ii> 37.0, with values in kJ/mol.

<i>
ORCA calculation (ωB97M-V/def2-TZVPD) on 2 unconnected molecules or ions with the total composition C10H16O.

XYZ file:
```
27
Properties=species:S:1:pos:R:3:lowdin_charge:R:1
C 2.18 -1.87 0.19 -0.05
C 0.04 0.73 2.04 0.00
C 1.02 0.03 1.36 -0.09
C -1.26 0.13 1.96 -0.30
C 0.96 -1.20 0.74 -0.31
C -1.40 -1.04 1.19 -0.02
C -0.31 -1.72 0.66 -0.05
O -2.33 0.69 2.62 0.03
H 0.26 1.72 2.46 0.11
H 1.99 0.52 1.33 0.11
H -2.23 1.63 2.43 0.10
H -2.39 -1.44 1.03 0.11
H 3.01 -1.86 0.92 0.09
H 2.64 -1.36 -0.67 0.07
H -0.32 -2.72 0.26 0.11
H 1.96 -2.89 -0.18 0.08
C 0.34 1.28 -3.53 -0.35
C -0.87 0.51 -2.95 -0.11
C 1.33 1.78 -2.51 -0.13
H 0.71 0.56 -4.26 0.09
H -0.04 2.06 -4.24 0.11
H -1.79 1.07 -3.05 0.06
H 1.86 0.91 -2.10 0.06
H 2.23 2.22 -2.99 0.08
H 0.78 2.44 -1.84 0.07
H -0.94 -0.43 -3.49 0.07
H -0.63 0.35 -1.88 0.06
```

Summary:
structure (SMILES): Cc1ccc(O)cc1.CCC
HOMO: -8.6 eV
total charge: 0
E_LUMO: 0.81 eV
gap between HOMO and LUMO: 0.345 hartree

<ii>
ORCA calculation (ωB97M-V/def2-TZVPD) on 2 unconnected molecules or ions with the total composition C10H16O.

XYZ file:
```
27
Properties=species:S:1:pos:R:3:lowdin_charge:R:1
C -0.98 -0.52 -2.36 -0.21
C -2.42 -1.10 -2.38 -0.10
C -0.79 0.32 -1.14 -0.26
C -1.16 1.67 -1.13 -0.05
C -0.31 -0.16 0.06 -0.04
C -1.31 2.42 0.02 -0.02
C -0.63 0.48 1.26 -0.02
C -1.14 1.76 1.24 -0.33
O -1.42 2.37 2.43 0.04
H -0.36 -1.41 -2.36 0.11
H -0.77 -0.01 -3.30 0.11
H -3.26 -0.50 -2.01 0.07
H -1.29 2.14 -2.11 0.11
H 0.26 -1.09 0.08 0.11
H -1.60 3.46 -0.09 0.11
H -0.58 -0.04 2.20 0.12
H -1.43 3.32 2.33 0.10
H -2.42 -1.92 -1.67 0.07
H -2.67 -1.47 -3.38 0.07
C 3.10 -0.49 1.30 -0.18
C 2.96 -1.92 1.79 -0.17
H 4.11 -0.09 1.40 0.06
H 2.76 -0.36 0.28 0.06
H 2.53 0.20 1.93 0.06
H 3.00 -2.06 2.86 0.06
H 2.09 -2.48 1.42 0.05
H 3.76 -2.52 1.34 0.06
```

Summary:
structure (SMILES): CCc1ccc(O)cc1.CC
HOMO: -8.3 eV
total charge: 0
E_LUMO: 0.88 eV
gap between HOMO and LUMO: 0.338 hartree

<iii>
ORCA calculation (ωB97M-V/def2-TZVPD) on 2 unconnected molecules or ions with the total composition C10H16O.

XYZ file:
```
27
Properties=species:S:1:pos:R:3:lowdin_charge:R:1
C 1.96 -0.92 -0.34 -0.25
C 2.18 -0.66 -1.79 -0.15
C 1.25 0.28 0.30 -0.29
C 1.65 1.53 -0.02 -0.04
C 0.19 0.07 1.16 -0.07
C 0.79 2.62 0.37 -0.02
C -0.71 1.09 1.43 0.01
C -0.49 2.36 0.79 -0.29
O -1.40 3.36 1.14 -0.01
H 1.50 -1.91 -0.28 0.10
H 2.96 -0.99 0.22 0.13
H 2.59 0.33 -2.10 0.07
H 2.73 1.83 -0.44 0.16
H 0.29 -0.81 1.76 0.12
H 1.05 3.55 0.00 0.08
H -1.42 0.86 2.20 0.10
H -1.17 4.33 0.94 0.14
H 1.21 -0.78 -2.36 0.08
H 2.62 -1.69 -2.13 0.11
C -1.96 -1.67 -0.76 -0.18
C -2.51 -1.99 0.57 -0.16
H -1.91 -0.73 -1.19 0.06
H -0.97 -1.90 -0.89 0.03
H -2.36 -2.21 -1.45 0.01
H -2.81 -0.95 1.20 0.12
H -1.78 -2.58 1.23 0.09
H -3.47 -2.42 0.46 0.03
```

Summary:
structure (SMILES): CCc1ccc(O)cc1.CC
HOMO: -8.4 eV
total charge: 0
E_LUMO: 0.78 eV
gap between HOMO and LUMO: 0.336 hartree

<iv>
ORCA calculation (ωB97M-V/def2-TZVPD) on 2 unconnected molecules or ions with the total composition C10H16O.

XYZ file:
```
27
Properties=species:S:1:pos:R:3:lowdin_charge:R:1
C -2.67 0.76 -3.73 -0.30
C -1.23 1.07 -4.21 -0.10
O -2.60 0.83 -2.33 -0.11
H -3.35 1.45 -4.08 0.08
H -2.86 -0.29 -3.94 0.11
H -0.54 0.19 -4.32 0.08
H -1.70 1.21 -2.15 0.07
H -0.59 1.67 -3.49 0.07
H -1.08 1.60 -5.24 0.10
C -0.39 -1.60 1.82 -0.20
C -0.47 -2.23 3.21 -0.13
C 0.71 -0.50 1.57 -0.22
C 1.83 -0.57 2.41 -0.04
C 0.61 0.39 0.55 -0.07
C 2.77 0.46 2.31 -0.08
C 1.52 1.43 0.35 -0.04
C 2.63 1.37 1.28 -0.09
H -0.20 -2.33 0.96 0.13
H -1.41 -1.34 1.50 0.10
H 0.49 -2.04 3.78 0.05
H 2.03 -1.30 3.21 0.10
H -0.25 0.42 -0.07 0.09
H 3.64 0.46 2.84 0.07
H 1.39 2.06 -0.46 0.07
H 3.44 2.09 1.01 0.10
H -0.39 -3.35 3.38 0.09
H -1.33 -1.91 3.84 0.08
```

Summary:
structure (SMILES): CCc1ccccc1.CCO
HOMO: -8.9 eV
total charge: 0
E_LUMO: 0.83 eV
gap between HOMO and LUMO: 0.356 hartree

The relative energies come out as <i> 37.9; <ii> 0.0; <iii> 257.9; <iv> 162.1, with values in kJ/mol.

<i>
ORCA calculation (ωB97M-V/def2-TZVPD) on 2 unconnected molecules or ions with the total composition C10H16O.

XYZ file:
```
27
Properties=species:S:1:pos:R:3:lowdin_charge:R:1
C -1.89 -2.35 0.70 -0.16
C -3.18 -1.73 1.29 -0.17
H -1.01 -2.16 1.30 0.06
H -2.24 -3.35 0.41 0.06
H -1.67 -1.93 -0.28 0.05
H -4.09 -2.04 0.81 0.06
H -3.09 -0.65 1.44 0.04
H -3.32 -2.05 2.33 0.06
C 0.81 1.22 -2.27 -0.21
C 1.66 0.34 -3.20 -0.11
C 0.90 0.74 -0.82 -0.24
C 2.15 0.87 -0.18 -0.03
C -0.25 0.63 -0.07 -0.05
C 2.17 0.95 1.18 -0.02
C -0.25 0.84 1.33 0.00
C 0.99 0.92 1.91 -0.32
O 1.10 0.82 3.31 0.01
H 0.96 2.30 -2.28 0.12
H -0.22 1.19 -2.67 0.10
H 1.53 -0.70 -2.90 0.08
H 3.04 1.07 -0.76 0.11
H -1.22 0.55 -0.55 0.11
H 3.08 1.00 1.76 0.12
H -1.19 0.76 1.86 0.11
H 1.03 1.70 3.72 0.11
H 2.73 0.59 -3.10 0.07
H 1.49 0.48 -4.26 0.06
```

Summary:
structure (SMILES): CCc1ccc(O)cc1.CC
HOMO: -8.8 eV
total charge: 0
E_LUMO: 0.86 eV
gap between HOMO and LUMO: 0.355 hartree

<ii>
ORCA calculation (ωB97M-V/def2-TZVPD) on 2 unconnected molecules or ions with the total composition C10H16O.

XYZ file:
```
27
Properties=species:S:1:pos:R:3:lowdin_charge:R:1
C 0.50 -1.91 -1.65 -0.03
C -0.43 -2.20 0.68 -0.05
C -0.62 -1.66 -0.61 -0.29
C -1.48 -2.00 1.59 -0.09
C -2.53 -1.16 1.28 -0.11
C -1.70 -0.90 -0.97 -0.06
C -2.70 -0.68 0.00 -0.08
H 0.38 -2.84 0.99 0.10
H -1.23 -2.41 2.56 0.10
H 0.95 -0.93 -1.83 0.06
H 0.21 -2.58 -2.44 0.07
H -3.28 -0.82 1.99 0.10
H -1.78 -0.64 -2.01 0.11
H -3.56 -0.06 -0.22 0.10
H 1.26 -2.43 -1.06 0.07
C 1.18 1.50 -0.03 -0.46
C 2.13 1.52 1.11 -0.06
C 0.33 2.79 -0.19 -0.05
O 1.80 1.26 -1.33 -0.07
H 0.45 0.69 -0.05 0.11
H 1.60 1.36 2.06 0.09
H -0.25 3.01 0.70 0.08
H 0.89 3.68 -0.47 0.07
H -0.35 2.59 -1.02 0.07
H 2.59 1.79 -1.34 0.08
H 2.82 2.35 1.20 0.08
H 2.82 0.67 1.04 0.08
```

Summary:
structure (SMILES): Cc1ccccc1.CC(C)O
HOMO: -9.0 eV
total charge: 0
E_LUMO: 0.88 eV
gap between HOMO and LUMO: 0.364 hartree

<iii>
ORCA calculation (ωB97M-V/def2-TZVPD) on 2 unconnected molecules or ions with the total composition C10H16O.

XYZ file:
```
27
Properties=species:S:1:pos:R:3:lowdin_charge:R:1
C 0.29 -0.17 -1.01 -0.22
C 1.37 -0.05 -2.09 -0.10
C 0.76 -0.93 0.23 -0.25
C 1.02 -0.35 1.46 -0.06
C 0.92 -2.31 0.14 -0.05
C 1.39 -1.12 2.53 -0.04
C 1.20 -3.18 1.21 0.00
C 1.43 -2.52 2.42 -0.36
O 1.64 -3.41 3.43 0.00
H -0.09 0.82 -0.79 0.08
H -0.61 -0.69 -1.50 0.13
H 2.00 -0.92 -2.18 0.07
H 0.93 0.75 1.54 0.12
H 0.88 -2.87 -0.84 0.13
H 1.67 -0.61 3.49 0.13
H 1.27 -4.23 1.18 0.10
H 1.10 -2.99 4.23 0.18
H 2.03 0.81 -1.76 0.10
H 0.85 0.16 -2.98 0.04
C -2.89 2.46 -1.53 -0.15
C -2.13 3.52 -0.65 -0.15
H -2.17 1.58 -1.73 0.07
H -3.80 2.27 -0.99 0.06
H -2.97 2.78 -2.51 0.02
H -2.07 3.13 0.38 0.07
H -2.81 4.35 -0.58 0.05
H -1.21 3.72 -1.11 0.04
```

Summary:
structure (SMILES): CCc1ccc(O)cc1.CC
HOMO: -8.4 eV
total charge: 0
E_LUMO: 0.82 eV
gap between HOMO and LUMO: 0.340 hartree

The relative energies come out as <i> 30.0; <ii> 0.0; <iii> 63.6, with values in kJ/mol.